(1)
Computed, not measured: a molecular structure, C35H37ClN4O6PS2SeTl, with the ωB97M-V functional and the def2-TZVPD basis.

```
88
Properties=species:S:1:pos:R:3
Tl -0.37658 -0.12423 -0.39146
Se -2.96820 -3.26364 7.27198
N -3.52613 -3.50692 5.59243
C -2.70993 -2.84233 4.82882
C -2.83526 -2.77668 3.37401
C -3.89945 -3.37391 2.69729
C -3.98247 -3.24155 1.33243
C -2.98696 -2.51590 0.67607
N -1.97206 -1.95334 1.30780
C -1.88149 -2.06868 2.63691
C -0.75517 -1.37107 3.31926
N 0.13848 -0.74547 2.55129
C 1.08828 -0.02519 3.12755
C 1.21811 0.08549 4.51510
C 0.34329 -0.60677 5.31370
C -0.66935 -1.35886 4.71371
C -1.63323 -2.12573 5.49757
N -1.59529 -2.22585 6.79427
H -4.63718 -3.92363 3.26824
H -4.79848 -3.67452 0.76978
H -2.99386 -2.38570 -0.40183
H 1.74447 0.53628 2.46055
H 1.99537 0.71204 4.93145
H 0.39860 -0.57279 6.39480
Cl -3.65526 -3.59963 -7.15606
C -2.82424 -3.19288 -5.65549
C -1.63441 -3.87756 -5.31584
C -0.98602 -3.59008 -4.15419
C -1.46859 -2.59847 -3.20378
O -0.86426 -2.40179 -2.13119
C -2.67104 -1.89869 -3.61794
C -3.28067 -0.84236 -2.85133
O -2.93571 -0.35265 -1.78596
C -3.31432 -2.22818 -4.82946
H -1.24640 -4.62581 -5.99760
H -0.06528 -4.09594 -3.88537
H -4.19858 -0.43470 -3.33844
H -4.21866 -1.69220 -5.10214
O -1.90054 3.79708 0.72819
C -0.92688 3.13118 1.15723
O -0.80800 1.87961 1.14344
C 0.22122 3.94154 1.78454
C -0.20350 5.02595 2.55722
C 0.66971 5.86717 3.22852
C 2.03412 5.63392 3.09512
C 2.48111 4.58258 2.31624
C 1.61620 3.68655 1.63983
S 2.39030 2.45990 0.64348
H -1.27205 5.19014 2.61583
H 0.29776 6.68751 3.83328
H 2.75298 6.28236 3.59012
H 3.54566 4.42053 2.19189
C 5.62024 1.42062 -1.34382
C 4.35185 0.61436 -1.09529
C 4.38353 -0.71641 -1.83121
S 2.89399 -1.72254 -1.66111
O 3.26746 -3.05660 -2.24309
C 2.90391 -1.85197 0.14614
C 2.05068 -3.03052 0.61569
C 2.76798 -4.37738 0.53538
H 5.58111 2.35976 -0.79004
H 5.73815 1.65513 -2.40666
H 6.50941 0.86677 -1.02334
H 3.48216 1.19666 -1.40588
H 4.23487 0.46065 -0.02272
H 5.20003 -1.37608 -1.51727
H 4.46560 -0.56280 -2.91111
H 2.46568 -0.90158 0.47004
H 3.93599 -1.92193 0.50204
H 1.12634 -3.05986 0.02836
H 1.75596 -2.83294 1.64783
H 3.07355 -4.58663 -0.48853
H 2.11667 -5.18413 0.88160
H 3.66246 -4.37226 1.16711
C -2.81067 2.90637 -1.98276
P -1.23449 2.89189 -2.83021
C -0.45209 4.44755 -2.36476
C -1.63918 3.05496 -4.59075
O -0.34403 1.72614 -2.57783
H -3.47807 3.64844 -2.42791
H -2.63328 3.13674 -0.92393
H -3.24848 1.90934 -2.03685
H -1.01705 5.31726 -2.70899
H 0.56030 4.46260 -2.77135
H -0.39185 4.46071 -1.27234
H -2.23238 3.95040 -4.78918
H -2.19763 2.16851 -4.89961
H -0.70886 3.09264 -5.15951
```

Results
LUMO energy: 3.00 eV
Energy above the lowest of the compared OMol25 structures with the same formula, charge and spin: 0.0 kcal per mole
Total charge: -2
Kohn-Sham gap: 4.297 eV
E_HOMO: -1.30 eV
DFT total energy: -168666.781 eV
F_max: 0.012 hartree/bohr

***

(2)
Computed, not measured: a single C2H5N3OS molecule, with the ωB97M-V functional and the def2-TZVPD basis.

```
12
Properties=species:S:1:pos:R:3
C -0.79185 0.60471 0.12420
C 2.48075 -0.44790 0.26329
H -2.30914 -1.84922 -0.80669
H -2.88720 -0.19788 -0.90133
H -1.70897 1.03875 0.66514
H 0.64593 1.86637 0.79775
H 2.45647 -0.31873 1.54469
N -2.33019 -0.92058 -0.33530
N -0.90518 -0.56813 -0.19400
N 0.44064 1.35155 -0.02362
O 3.40152 -1.05214 -0.19265
S 1.50721 0.49320 -0.94148
```

Results
LUMO energy: 0.71 eV
Energy above the lowest of the compared OMol25 structures with the same formula, charge and spin: 94.5 kcal per mole
Total charge: 0
Kohn-Sham gap: 9.450 eV
E_HOMO: -8.74 eV
DFT total energy: -19504.854 eV
F_max: 0.090 hartree/bohr
SMILES: N/N=C/NSC=O

***

Question: The lowest E_HOMO belongs to which entry?
Answer: C2H5N3OS

***

Question: The highest Kohn-Sham gap belongs to which entry?
Answer: C2H5N3OS

***

Question: Which of these has the highest LUMO energy?
Answer: C35H37ClN4O6PS2SeTl

***

Question: Which of these has the highest LUMO energy?
Answer: C35H37ClN4O6PS2SeTl